Computed, not measured: C2HF3O2 as an isolated structure, with ωB97M-V/def2-TZVPD.

Output
HOMO = -12.1 eV
Energy above the lowest of the compared OMol25 structures with the same formula, charge and spin = 2.5338 eV
Spin multiplicity = 1
Orbital gap = 11.174 eV

Structure (XYZ):
```
8
Properties=species:S:1:pos:R:3:nbo_charge:R:1
C 0.875 -0.576 -0.351 0.77
C -0.154 0.522 -0.332 0.82
O 1.129 -1.336 -1.211 -0.43
O -1.527 -0.198 0.603 -0.71
F 1.275 -0.816 0.966 -0.33
F 0.213 1.588 0.410 -0.29
F -0.654 0.957 -1.508 -0.27
H -1.157 -0.140 1.423 0.45
```


Computed, not measured: one molecule with the formula C5H7NO, with ωB97M-V/def2-TZVPD.

Output
HOMO = -9.8 eV
Energy above the lowest of the compared OMol25 structures with the same formula, charge and spin = 1.1620 eV
Spin multiplicity = 1
Orbital gap = 10.773 eV

Structure (XYZ):
```
14
Properties=species:S:1:pos:R:3:nbo_charge:R:1
N -0.895 1.654 -1.588 -0.68
C -0.732 0.720 -0.757 0.56
O -1.724 0.146 0.004 -0.51
C -1.152 -0.658 1.050 -0.06
C 0.241 -1.007 0.571 -0.26
C 0.284 -1.491 -0.841 -0.40
C 0.529 -0.033 -0.532 -0.31
H -1.867 1.960 -1.610 0.35
H -1.788 -1.536 1.202 0.19
H -1.131 -0.065 1.971 0.18
H 1.002 -1.305 1.285 0.24
H -0.677 -1.704 -1.303 0.22
H 1.112 -2.096 -1.187 0.23
H 1.491 0.441 -0.690 0.25
```